Arrangement 1

DFT (wB97M-V/def2-TZVPD) results for a molecular structure, C14H6Br2I2N3OS2Sc.

CARTESIAN COORDINATES (ANGSTROEM)
Sc 0.074 0.271 -2.018
C -2.141 -0.020 0.873
C -0.687 -0.188 1.169
C -0.274 -0.325 2.510
C 1.047 -0.481 2.813
C 2.002 -0.522 1.776
C 3.397 -0.685 1.953
Br 4.115 -0.855 3.696
C 4.243 -0.721 0.881
C 3.746 -0.606 -0.426
Br 4.933 -0.676 -1.884
C 2.394 -0.455 -0.667
O 1.867 -0.355 -1.874
C 1.519 -0.396 0.459
N 0.186 -0.213 0.174
H -2.680 -0.916 1.188
H -2.331 0.134 -0.188
H -2.551 0.829 1.421
H -1.024 -0.295 3.287
H 1.374 -0.578 3.839
H 5.307 -0.845 1.026
S -1.526 0.332 -4.019
C -2.481 1.222 -2.828
C -3.850 0.847 -2.733
N -4.940 0.488 -2.657
C -1.982 2.176 -1.973
S -0.318 2.699 -1.864
C -2.872 2.780 -1.033
N -3.547 3.246 -0.228
I -1.648 -2.056 -2.367
I -1.353 -3.835 -0.306

Values from the calculation:
LUMO ... -1.988 eV
HOMO level ... -8.9 eV


Arrangement 2

DFT (wB97M-V/def2-TZVPD) results for a molecular structure, C14H6Br2I2N3OS2Sc.

CARTESIAN COORDINATES (ANGSTROEM)
Sc 0.987 -1.793 1.507
C 2.894 0.656 1.978
C 2.004 1.287 0.989
C 2.318 2.543 0.420
C 1.485 3.095 -0.494
C 0.329 2.390 -0.899
C -0.640 2.919 -1.789
Br -0.388 4.615 -2.569
C -1.796 2.254 -2.067
C -2.006 0.967 -1.540
Br -3.703 0.222 -1.810
C -1.021 0.356 -0.807
O 0.401 -1.766 -0.418
C 0.115 1.110 -0.352
N 0.925 0.599 0.637
H 3.556 1.357 2.485
H 3.550 -0.091 1.513
H 2.349 0.180 2.787
H 3.216 3.049 0.743
H 1.689 4.068 -0.919
H -2.558 2.701 -2.688
S -1.052 -3.519 1.800
C -1.984 -3.504 0.373
C -2.750 -4.691 0.108
N -3.363 -5.640 -0.100
C -2.028 -2.496 -0.583
S -1.014 -1.220 -0.023
C -2.447 -2.671 -1.922
N -2.756 -2.818 -3.021
I 2.709 -3.553 2.335
I 0.980 -0.609 4.326

Values from the calculation:
LUMO ... -1.963 eV
HOMO level ... -8.4 eV


In terms of stability, arrangement 1 leads; the second structure lies 0.0967 hartree higher.


Arrangement 1

DFT (wB97M-V/def2-TZVPD) results for a gas-phase ion, CH3ClN3O (charge +1).

CARTESIAN COORDINATES (ANGSTROEM)
C -1.072 0.336 -0.686
N 1.365 -1.539 0.655
N -0.064 -0.389 -0.617
N 1.096 -0.524 0.114
O -1.668 1.216 0.678
Cl 2.236 0.839 -0.039
H -1.718 0.229 -1.464
H 2.293 -1.695 1.064
H -2.470 1.525 0.294

Values from the calculation:
Charge ... +1
LUMO ... -6.464 eV
SMILES string ... [H]/N=[N+](Cl)/N=C\O
HOMO level ... -16.3 eV


Arrangement 2

DFT (wB97M-V/def2-TZVPD) results for a gas-phase ion, CH3ClN3O (charge +1).

CARTESIAN COORDINATES (ANGSTROEM)
C -0.028 1.398 0.494
N -1.666 -1.440 -0.340
N -0.862 0.576 -0.087
N -1.753 -0.281 -0.109
O 0.924 1.881 -0.225
Cl -3.578 0.496 0.101
H -0.026 1.532 1.483
H -2.426 -2.211 -0.267
H 1.492 2.549 0.067

Values from the calculation:
Charge ... +1
LUMO ... -6.698 eV
SMILES string ... [H]/N=[N+](Cl)/N=C/O
HOMO level ... -16.0 eV


In terms of stability, arrangement 2 leads; the second structure lies 0.0305 hartree higher.


Arrangement 1

DFT (wB97M-V/def2-TZVPD) results for a molecular structure, C2H6NO2P.

CARTESIAN COORDINATES (ANGSTROEM)
C -0.387 0.880 -0.237
C 0.423 -0.304 -0.282
N 0.374 -1.270 0.779
O 1.345 -0.502 -2.721
O -1.203 0.788 -1.436
P 0.032 -1.036 -1.975
H -1.066 0.905 0.670
H 0.149 1.856 -0.292
H 1.506 -0.105 -0.385
H -1.465 1.716 -1.718
H -0.388 -1.910 0.693
H 0.405 -0.685 1.694

Values from the calculation:
LUMO ... -0.110 eV
HOMO level ... -8.9 eV


Arrangement 2

DFT (wB97M-V/def2-TZVPD) results for a single C2H6NO2P molecule.

CARTESIAN COORDINATES (ANGSTROEM)
C 1.033 -0.821 -0.448
C 1.099 0.576 0.369
N 1.481 1.688 -0.482
O 1.841 2.707 0.024
O 1.193 1.608 -1.637
P -0.568 1.257 1.152
H 0.729 -0.453 -1.454
H 1.894 -1.303 -0.591
H 0.238 -1.422 -0.097
H 1.825 0.464 1.271
H -1.303 0.139 0.501
H -0.388 0.444 2.418

Values from the calculation:
LUMO ... 0.191 eV
SMILES string ... C[C@H](P)[N+](=O)[O-]
HOMO level ... -10.6 eV


In terms of stability, arrangement 1 leads; the second structure lies 0.0934 hartree higher.


Arrangement 1

DFT (wB97M-V/def2-TZVPD) results for 2 unconnected molecules or ions with the total composition C3H12N4.

CARTESIAN COORDINATES (ANGSTROEM)
C -2.460 0.028 -0.222
N -2.383 0.361 1.098
N -2.123 0.707 -1.223
H -2.511 -0.333 1.813
H -1.849 1.177 1.351
H 0.386 0.054 -2.069
H -1.671 1.601 -1.009
H -2.931 -0.935 -0.404
H -0.077 -0.492 0.140
C 1.654 0.513 0.956
C 0.969 -0.289 -0.149
N 1.716 -1.531 -0.364
N 0.918 0.513 -1.346
H 1.238 -2.116 -1.043
H 1.798 -2.057 0.498
H 1.858 0.675 -1.688
H 1.247 1.519 0.980
H 2.720 0.566 0.757
H 1.503 0.040 1.924

Values from the calculation:
LUMO ... 0.837 eV
SMILES string ... [H]/N=C\N.CC(N)N
HOMO level ... -9.2 eV


Arrangement 2

DFT (wB97M-V/def2-TZVPD) results for a single C3H12N4 molecule.

CARTESIAN COORDINATES (ANGSTROEM)
C -0.668 -0.228 -0.172
C 0.362 0.859 0.258
C -0.035 -1.263 -1.111
N -1.100 -0.940 1.010
N -1.715 0.529 -0.854
N 1.169 0.044 1.597
N 1.183 1.382 -0.726
H -0.128 1.651 0.826
H -2.134 0.008 -1.616
H -2.467 0.762 -0.214
H -1.660 -0.303 1.577
H -0.015 -0.918 1.665
H 1.624 0.702 -1.331
H 1.531 0.725 2.253
H 1.932 -0.542 1.274
H 1.816 2.112 -0.425
H 0.858 -1.704 -0.671
H -0.763 -2.056 -1.263
H 0.209 -0.818 -2.076

Values from the calculation:
LUMO ... 0.887 eV
SMILES string ... CC(N)(N)C(N)N
HOMO level ... -8.1 eV


In terms of stability, arrangement 1 leads; the second structure lies 0.0484 hartree higher.


Arrangement 1

DFT (wB97M-V/def2-TZVPD) results for 2 unconnected molecules or ions with the total composition C4H9N4O2.

CARTESIAN COORDINATES (ANGSTROEM)
C -0.979 1.536 -0.601
C 1.123 -2.375 0.622
C 0.831 -1.702 1.955
C 1.277 -0.940 0.796
N -1.637 1.986 -1.690
N -0.540 2.439 0.283
N 2.312 0.012 0.581
N -0.854 0.262 -0.354
O 2.084 1.130 0.233
O 3.366 -0.517 0.844
H 2.020 -2.963 0.454
H 0.269 -2.741 0.065
H -0.206 -1.629 2.254
H 1.513 -1.781 2.797
H -1.931 2.947 -1.749
H -2.102 1.333 -2.300
H -0.587 3.422 0.071
H 0.102 2.155 1.003
H -1.097 -0.378 -1.098

Values from the calculation:
Charge ... +1
LUMO (spin up / spin down) ... -6.579 / -6.576 eV
HOMO level (spin up / spin down) ... -13.4 / -13.4 eV


Arrangement 2

DFT (wB97M-V/def2-TZVPD) results for a gas-phase ion, C4H9N4O2 (charge +1).

CARTESIAN COORDINATES (ANGSTROEM)
C 0.831 0.974 0.731
C 0.966 0.447 -1.503
C -0.765 -0.742 -0.419
C -0.159 -0.270 0.949
N 1.266 1.262 -0.400
N 0.156 -0.544 -1.538
N 1.761 0.658 -2.547
N -1.338 0.004 1.818
O -1.932 0.019 -0.522
O 0.598 -1.296 1.605
H 1.138 1.435 1.690
H -0.928 -1.867 -0.150
H 2.699 0.891 -2.205
H 1.641 0.103 -3.336
H -1.558 1.033 1.996
H -1.269 -0.639 2.606
H -2.228 -0.236 1.371
H -1.871 0.693 -1.194
H 0.990 -1.926 1.049

Values from the calculation:
Charge ... +1
LUMO ... -4.140 eV
SMILES string ... NC1=N[C@H](O)[C@@]([NH3+])(O)C=N1
HOMO level ... -13.4 eV


In terms of stability, arrangement 2 leads; the second structure lies 0.1804 hartree higher.


Arrangement 1

DFT (wB97M-V/def2-TZVPD) results for 2 unconnected molecules or ions with the total composition CH5NO3.

CARTESIAN COORDINATES (ANGSTROEM)
N 0.448 -0.982 -0.916
C -0.852 -0.835 -0.537
O -1.613 -1.951 -0.807
O -1.303 0.164 -0.057
H 0.763 -1.759 -1.468
H 1.024 -0.152 -0.906
H -1.488 -2.636 -0.133
H 0.515 2.125 1.516
H 1.346 3.351 1.316
O 1.160 2.676 1.991

Values from the calculation:
LUMO ... 0.426 eV
SMILES string ... NC(=O)O.O
HOMO level ... -10.9 eV


Arrangement 2

DFT (wB97M-V/def2-TZVPD) results for 2 unconnected molecules or ions with the total composition CH5NO3.

CARTESIAN COORDINATES (ANGSTROEM)
N 0.598 -0.619 1.155
C 0.892 0.434 0.357
O 1.349 1.494 1.145
O 0.549 0.377 -0.859
H 1.452 -0.967 1.614
H 0.043 -1.359 0.620
H 1.222 2.423 0.904
H -1.380 -0.409 -1.995
H -2.522 -0.563 -1.082
O -2.203 -0.811 -1.859

Values from the calculation:
LUMO ... 0.389 eV
SMILES string ... NC(=O)O.O
HOMO level ... -10.5 eV


In terms of stability, arrangement 1 leads; the second structure lies 0.0265 hartree higher.


Arrangement 1

DFT (wB97M-V/def2-TZVPD) results for a single C2H3N2OP molecule.

CARTESIAN COORDINATES (ANGSTROEM)
C -0.119 0.986 0.410
C 1.014 0.458 -0.453
N -1.292 0.482 0.619
N -1.467 -0.685 0.287
O 2.119 0.934 -0.295
P 0.631 -1.034 -1.361
H 0.212 1.672 1.104
H -2.494 -1.010 0.251
H 1.396 -1.803 -0.561

Values from the calculation:
LUMO (spin up / spin down) ... -1.740 / -1.428 eV
HOMO level (spin up / spin down) ... -8.5 / -8.9 eV


Arrangement 2

DFT (wB97M-V/def2-TZVPD) results for 2 unconnected molecules or ions with the total composition C2H3N2OP.

CARTESIAN COORDINATES (ANGSTROEM)
C -2.826 -0.707 0.087
C -0.814 -0.066 -0.060
N -2.803 0.584 0.073
N -1.548 0.977 0.019
O -1.550 -1.234 -0.039
P 2.102 -0.182 0.073
H -3.623 -1.332 0.182
H 2.649 1.029 0.593
H 1.650 0.287 -1.283

Values from the calculation:
LUMO (spin up / spin down) ... -1.960 / -2.183 eV
HOMO level (spin up / spin down) ... -10.3 / -9.8 eV


Arrangement 3

DFT (wB97M-V/def2-TZVPD) results for a molecular structure, C2H3N2OP.

CARTESIAN COORDINATES (ANGSTROEM)
C 0.150 -1.117 -0.172
C -1.045 -0.369 0.167
N 1.237 -0.479 -0.398
N 1.433 0.795 -0.117
O -2.081 -0.809 0.488
P -0.766 1.537 0.035
H -0.021 -2.174 -0.437
H 1.973 1.155 -0.908
H -0.880 1.461 1.341

Values from the calculation:
LUMO ... -0.795 eV
HOMO level ... -9.0 eV


In terms of stability, arrangement 3 leads; the second structure lies 0.0449 hartree higher.